{
  "formula": "CH5BO4",
  "method": "ωB97M-V/def2-TZVPD",
  "species": ["B", "C", "O", "O", "O", "O", "H", "H", "H", "H", "H"],
  "xyz": [[-0.64833, 0.75962, 1.38485], [1.25510, -0.55507, -1.45371], [-1.76697, 0.78867, 2.14030], [-0.82159, 1.55345, 0.33913], [1.48118, -1.74981, -0.79256], [0.32100, -0.81607, -2.41269], [0.43246, 0.61577, 1.87016], [-2.70450, 1.08107, 1.96393], [-0.06565, 1.90256, -0.12750], [2.30614, -1.76702, -0.39325], [0.21118, -1.81316, -2.51866]],
  "atomic_forces_ev_per_a": [[-0.631, 2.346, 1.398], [-1.083, -1.821, -0.644], [-2.068, -1.613, 2.098], [0.178, 0.937, -2.692], [-2.948, 0.983, -2.831], [1.616, -0.906, 1.564], [-0.100, -0.986, -0.085], [2.238, -0.395, -0.484], [0.398, -0.334, -0.248], [2.427, 0.478, 1.552], [-0.027, 1.310, 0.372]],
  "nbo_charge": [0.9261, 0.4405, -0.9292, -0.8946, -0.7339, -0.6849, -0.1220, 0.5194, 0.4987, 0.4981, 0.4818],
  "e_lumo_ev": 0.645,
  "multiplicity": 1,
  "relative_energy_ev": 2.1350,
  "e_tot_ev": -9984.141
}


{
  "formula": "CH5BS",
  "method": "ωB97M-V/def2-TZVPD",
  "species": ["C", "B", "S", "H", "H", "H", "H", "H"],
  "xyz": [[1.30471, 0.58736, -0.11032], [-0.32710, -0.44597, 0.13674], [-1.97392, 0.27736, -0.14318], [1.44759, 0.72522, 0.90195], [0.80816, 1.40850, -0.65956], [1.91001, -0.20898, -0.62454], [-0.51581, -1.49115, 0.63035], [-2.65364, -0.85233, -0.13144]],
  "atomic_forces_ev_per_a": [[-4.902, -3.562, -2.021], [1.250, 2.141, -0.226], [1.081, 0.753, -0.514], [1.074, 0.674, 1.948], [1.217, -0.295, 0.120], [-0.253, 1.484, 0.444], [0.827, -0.692, -0.055], [-0.295, -0.502, 0.303]],
  "nbo_charge": [-0.8503, 0.2929, -0.1865, 0.2182, 0.2286, 0.2377, -0.0803, 0.1398],
  "e_lumo_ev": 0.555,
  "multiplicity": 1,
  "relative_energy_ev": 1.2606,
  "e_tot_ev": -12628.485
}